Below is C6H7O3 in the gas phase in a non-equilibrium geometry, with properties calculated with ωB97M-V with the def2-TZVPD basis set.

Geometry as XYZ:
```
16
Properties=species:S:1:pos:R:3:lowdin_charge:R:1
C 1.862 -0.193 -0.023 -0.0788
C 0.996 -0.632 0.928 -0.0295
C -0.465 -0.469 0.788 -0.3118
C -0.893 0.518 -0.351 -0.2278
C 0.107 0.839 -1.355 -0.0404
C 1.404 0.490 -1.210 -0.0719
O -1.926 -0.128 -1.203 -0.0974
O -2.958 -0.403 -0.413 0.0045
O -1.179 0.038 1.932 -0.0240
H 2.943 -0.352 0.072 0.1074
H 1.327 -1.210 1.795 0.1149
H -0.845 -1.466 0.480 0.1599
H -1.296 1.433 0.120 0.1687
H -0.316 1.231 -2.275 0.1215
H 2.114 0.760 -1.994 0.1074
H -0.877 -0.459 2.709 0.0974
```

Computed properties:
**Energy relative to the best compared isomer or geometry (same formula, charge and spin)**: 1.794 eV
**Frontier orbital gap (spin up / spin down)**: 9.1807 / 8.3510 eV
**2S+1**: 2
**Energy**: -12472.481 eV
**E_LUMO (spin up / spin down)**: 0.24 / -0.58 eV
**Expectation value of S²**: 0.75

***

Below is C33H27BrIN7O4Ti as an isolated structure, with properties calculated with ωB97M-V with the def2-TZVPD basis set.

Geometry as XYZ:
```
74
Properties=species:S:1:pos:R:3:lowdin_charge:R:1
Ti -1.034 -0.123 0.722 0.7712
C -0.333 1.955 3.140 -0.1240
N -1.046 2.096 1.872 -0.0824
C -0.402 3.073 0.980 -0.1000
C -0.668 2.714 -0.445 -0.2922
N -0.885 1.488 -0.823 0.0875
C -1.153 1.551 -2.186 -0.2260
C -1.482 0.532 -3.076 -0.0345
C -1.695 0.891 -4.390 -0.0717
C -1.587 2.225 -4.814 -0.0833
C -1.271 3.244 -3.937 -0.0189
C -1.063 2.876 -2.613 -0.1771
N -0.757 3.604 -1.471 0.1741
C 0.907 1.163 2.872 -0.3200
N 0.912 0.143 2.059 0.1247
C 2.227 -0.308 2.025 -0.1988
C 2.779 -1.398 1.355 -0.0298
C 4.133 -1.613 1.508 -0.0802
C 4.923 -0.775 2.314 -0.0863
C 4.383 0.295 3.000 -0.0200
C 3.017 0.505 2.840 -0.1823
N 2.144 1.449 3.364 0.1742
H -0.974 1.392 3.822 0.1310
H -0.086 2.909 3.623 0.1267
H -2.012 2.354 2.033 0.0973
H 0.677 3.041 1.160 0.1321
H -0.731 4.099 1.178 0.1317
H -1.560 -0.492 -2.735 0.1054
H -1.949 0.130 -5.116 0.1067
H -1.760 2.459 -5.856 0.1025
H -1.196 4.272 -4.268 0.1078
H -0.623 4.597 -1.410 0.1625
H 2.162 -2.035 0.737 0.0861
H 4.602 -2.444 0.998 0.1109
H 5.981 -0.983 2.405 0.1039
H 4.992 0.927 3.632 0.1087
H 2.356 2.158 4.043 0.1638
O -1.620 -6.067 0.760 0.1262
C -2.172 -5.553 1.844 -0.5046
O -2.791 -6.226 2.633 0.0930
C -2.000 -4.091 2.089 -0.0384
C -2.509 -3.474 3.209 0.0087
N -2.176 -2.174 3.133 0.0428
N -1.489 -1.890 2.024 0.0083
C -1.377 -3.040 1.372 -0.1297
C -0.726 -2.985 0.023 -0.5675
O -0.484 -4.026 -0.588 0.0528
O -0.490 -1.801 -0.397 -0.2389
H -1.167 -5.368 0.199 0.0791
H -3.076 -3.881 4.029 0.1393
H -2.451 -1.428 3.746 0.1590
C -6.139 -0.153 0.362 -0.1227
C -5.328 -0.994 -0.389 -0.1098
C -3.945 -0.924 -0.267 -0.1512
C -3.285 -0.019 0.584 -0.2128
C -4.153 0.805 1.320 -0.1785
C -5.542 0.750 1.228 -0.1272
H -7.218 -0.206 0.278 0.0915
H -5.775 -1.712 -1.067 0.0951
H -3.358 -1.617 -0.869 0.0813
H -3.756 1.536 2.030 0.0512
H -6.155 1.412 1.831 0.0891
Br 2.925 -0.506 -5.543 0.7118
C 4.033 0.052 -4.116 -0.7412
C 5.277 0.583 -4.437 -0.1411
C 6.127 1.013 -3.434 -0.0883
C 5.733 0.914 -2.106 -0.0888
C 4.494 0.385 -1.791 -0.1591
C 3.627 -0.056 -2.791 -0.7309
I 1.796 -0.849 -2.205 1.1414
H 5.567 0.653 -5.476 0.0966
H 7.094 1.423 -3.692 0.1041
H 6.391 1.245 -1.314 0.1029
H 4.189 0.296 -0.756 0.0750
```

Computed properties:
**Energy relative to the best compared isomer or geometry (same formula, charge and spin)**: 0.485 eV
**Frontier orbital gap (spin up / spin down)**: 5.1707 / 7.4585 eV
**2S+1**: 3
**Energy**: -154541.871 eV
**E_LUMO (spin up / spin down)**: -0.35 / -0.36 eV
**Expectation value of S²**: 2.01

***

Below is a 11-piece molecular cluster, C25H56F6N6O19PS3 overall in a non-equilibrium geometry, with properties calculated with ωB97M-V with the def2-TZVPD basis set.

Geometry as XYZ:
```
116
Properties=species:S:1:pos:R:3:lowdin_charge:R:1
P 0.259 -0.430 -0.305 0.1575
F -0.413 -1.886 -0.762 -0.2256
F 0.473 -1.010 1.150 -0.1488
F 1.761 -1.087 -0.747 -0.2385
F 0.931 0.998 0.020 -0.1721
F 0.025 -0.015 -1.811 -0.1728
F -1.197 0.277 0.013 -0.1997
C -0.563 -7.142 -5.263 -0.7774
O 0.286 -7.499 -4.444 -0.0118
N -0.546 -7.791 -6.418 0.1474
N -1.378 -6.157 -5.059 0.1804
H -1.135 -7.524 -7.194 0.1013
H -0.085 -8.689 -6.376 0.1126
H -1.969 -5.731 -5.758 0.1187
H -1.100 -5.709 -4.198 0.1287
C 3.770 -7.886 1.431 -0.8138
O 4.514 -7.401 2.255 0.0373
N 3.590 -9.143 1.274 0.1566
N 2.954 -7.180 0.688 0.1610
H 3.828 -9.742 2.051 0.1250
H 2.839 -9.441 0.668 0.1073
H 2.394 -7.654 -0.006 0.1028
H 2.889 -6.176 0.773 0.1244
C 6.263 -6.507 -4.436 -0.8176
O 7.337 -6.259 -5.022 -0.0035
N 5.547 -5.643 -3.809 0.1667
N 5.737 -7.648 -4.361 0.1637
H 4.770 -5.812 -3.187 0.1206
H 6.056 -4.782 -3.671 0.1241
H 4.767 -7.748 -4.099 0.1200
H 6.076 -8.324 -5.031 0.1256
C 1.089 3.114 -7.398 -0.1225
C 0.397 4.188 -6.505 -0.2035
O -0.107 5.147 -7.408 -0.2098
S -0.769 4.389 -8.753 0.7204
O -0.619 5.198 -9.941 -0.2307
O -2.025 3.772 -8.394 -0.2395
O 0.397 3.235 -8.673 -0.2296
H 0.809 2.140 -6.997 0.1328
H 2.147 3.375 -7.430 0.1273
H 1.046 4.461 -5.672 0.1339
H -0.449 3.772 -5.959 0.1211
C -2.404 -6.019 4.266 -0.1282
C -2.708 -4.834 5.267 -0.2089
O -1.629 -4.853 6.116 -0.2023
S -1.083 -6.372 6.510 0.7970
O -1.657 -6.809 7.770 -0.2512
O 0.420 -6.397 6.263 -0.2818
O -1.879 -7.050 5.169 -0.2408
H -1.714 -5.752 3.466 0.1273
H -3.285 -6.488 3.828 0.1243
H -3.747 -4.838 5.597 0.1322
H -2.498 -4.043 4.547 0.1323
C 4.140 0.824 5.810 -0.1770
C 4.196 -0.471 6.432 -0.1978
O 3.781 -0.273 7.784 -0.2076
S 3.706 1.294 8.340 0.7141
O 4.628 1.576 9.401 -0.2316
O 2.384 1.889 8.401 -0.2425
O 4.424 1.747 6.922 -0.2162
H 3.164 1.044 5.377 0.1321
H 4.702 0.913 4.881 0.1419
H 5.236 -0.792 6.479 0.1375
H 3.570 -1.182 5.892 0.1471
C -7.938 -1.717 -3.747 -0.2045
C -6.984 -0.691 -4.037 -0.2185
C -6.167 -1.095 -5.331 -0.1427
O -6.912 -2.263 -5.741 -0.1878
C -8.231 -2.257 -5.124 -0.1804
H -8.738 -1.091 -3.350 0.1241
H -7.458 -2.455 -3.104 0.1299
H -6.383 -0.581 -3.135 0.1143
H -7.292 0.339 -4.220 0.1102
H -5.167 -1.461 -5.098 0.1124
H -6.173 -0.373 -6.148 0.1092
H -8.635 -3.269 -5.155 0.1154
H -8.792 -1.619 -5.806 0.1183
C 7.089 5.210 -0.549 -0.1762
C 7.965 5.323 0.678 -0.1962
C 8.669 3.935 0.794 -0.1650
O 7.882 3.020 -0.022 -0.1299
C 6.726 3.724 -0.448 -0.2226
H 7.693 5.427 -1.430 0.1106
H 6.307 5.964 -0.463 0.1121
H 7.353 5.550 1.551 0.1059
H 8.773 6.053 0.629 0.1030
H 8.676 3.687 1.855 0.1103
H 9.662 3.990 0.347 0.1113
H 5.954 3.582 0.309 0.1178
H 6.201 3.494 -1.375 0.1189
C -0.443 7.921 1.432 -0.1624
C 0.265 7.245 2.590 -0.1987
C 1.012 8.327 3.233 -0.2063
O 0.344 9.536 2.811 -0.1314
C -0.702 9.365 1.920 -0.2182
H -1.327 7.409 1.052 0.1084
H 0.221 7.895 0.569 0.1072
H 0.976 6.428 2.468 0.1221
H -0.496 6.848 3.262 0.1146
H 2.068 8.358 2.967 0.1184
H 0.966 8.143 4.307 0.1174
H -0.646 10.026 1.055 0.1156
H -1.696 9.410 2.366 0.1134
C -6.933 2.759 2.938 -0.1808
C -8.179 2.636 3.763 -0.1867
C -8.426 4.110 4.228 -0.1869
O -7.190 4.788 4.016 -0.1101
C -6.243 3.815 3.710 -0.2669
H -7.264 3.202 1.999 0.1269
H -6.362 1.831 2.957 0.1265
H -8.115 2.022 4.661 0.1051
H -9.056 2.246 3.247 0.1034
H -8.630 4.063 5.297 0.1069
H -9.345 4.470 3.765 0.1108
H -5.826 3.323 4.588 0.1228
H -5.397 4.230 3.161 0.1290
```

Computed properties:
**Frontier orbital gap**: 9.8120 eV
**Net charge**: -1
**Energy**: -132776.244 eV
**E_LUMO**: 1.66 eV